No. 1
The following is a DFT calculation (ωB97M-V with the def2-TZVPD basis set) of C34H30Cl6F4MoN4O2S as an isolated structure.

Its total energy is -5309.630107 Ha. Its largest force on an atom is 0.5 eV/Å. The expectation value of S² is 2.025. Its highest occupied orbital energy (spin up / spin down) is -0.4811 / -0.4811 Eh. For the energy above the lowest of the compared OMol25 structures with the same formula, charge and spin, the calculation gives 10.6 kcal/mol. The molar mass is 943.4 g/mol.

```
! wB97M-V def2-TZVPD RIJCOSX def2/J DEFGRID3
* xyz 2 3
Mo -0.323 -0.573 1.794
C -1.590 3.744 2.046
C -0.994 2.409 1.629
N -1.491 1.187 2.342
C -1.340 1.329 3.838
C -2.498 1.969 4.593
C -2.877 0.837 1.928
C -3.212 -0.573 2.399
N -1.979 -1.388 2.365
C -1.976 -2.511 3.227
C -0.937 -2.631 4.137
F 0.011 -1.643 4.118
C -0.858 -3.666 5.043
F 0.166 -3.714 5.885
C -1.845 -4.634 5.058
C -2.890 -4.531 4.159
F -3.845 -5.446 4.143
C -2.963 -3.486 3.249
F -3.971 -3.420 2.378
H -1.175 4.506 1.387
H -2.674 3.774 1.940
H -1.319 4.019 3.063
H -1.203 2.246 0.573
H 0.088 2.433 1.770
H -1.184 0.333 4.254
H -0.413 1.881 3.994
H -3.378 1.328 4.623
H -2.175 2.115 5.623
H -2.790 2.939 4.201
H -3.596 1.549 2.331
H -2.914 0.903 0.841
H -3.620 -0.576 3.412
H -3.966 -1.011 1.743
H -1.801 -5.457 5.758
Cl 6.137 -2.337 4.244
C 4.705 -1.567 3.695
C 3.776 -2.302 2.968
C 2.646 -1.642 2.544
Cl 1.392 -2.506 1.653
C 2.398 -0.299 2.797
O 1.279 0.295 2.318
C 3.338 0.402 3.545
Cl 3.045 2.060 3.900
C 4.489 -0.227 3.989
H 3.942 -3.347 2.749
H 5.215 0.328 4.567
Cl 0.672 4.568 -9.181
C 0.669 3.552 -7.792
C 0.274 2.229 -7.903
C 0.282 1.433 -6.770
C 0.671 1.921 -5.525
C 0.618 0.988 -4.334
C -0.510 1.408 -3.398
N -0.690 0.488 -2.269
C -1.463 -0.653 -2.271
C -1.425 -1.155 -1.015
N -0.624 -0.321 -0.241
C -0.183 0.645 -1.054
O 1.809 0.966 -3.579
C 2.732 -0.031 -4.023
C 2.318 -1.397 -3.562
C 2.377 -1.788 -2.258
Cl 3.008 -0.844 -0.965
S 1.814 -3.391 -2.014
C 1.467 -3.560 -3.683
C 1.789 -2.439 -4.381
C 1.059 3.259 -5.450
Cl 1.553 3.990 -3.949
C 1.065 4.072 -6.570
H -0.025 1.830 -8.861
H -0.014 0.394 -6.858
H 0.398 -0.018 -4.713
H -1.451 1.454 -3.943
H -0.288 2.392 -2.991
H -1.982 -0.993 -3.150
H -1.902 -2.030 -0.610
H 0.510 1.428 -0.794
H 3.694 0.247 -3.595
H 2.824 -0.002 -5.112
H 1.073 -4.490 -4.059
H 1.678 -2.356 -5.453
H 1.375 5.104 -6.490
*
```

Atomic partial charges in e from the Löwdin method, atoms 1 to 4: number 1, Mo, carries 1.658; number 2, C, carries -0.050; number 3, C, carries -0.227; number 4, N, carries -0.276

No. 2
The following is a DFT calculation (ωB97M-V with the def2-TZVPD basis set) of one molecule with the formula C2H2ClNO in a non-equilibrium geometry.

Its total energy is -667.542433 Ha. Its largest force on an atom is 5.7 eV/Å. As for the SMILES: C=NC(=O)Cl. Its highest occupied orbital energy is -0.3678 Eh. For the energy above the lowest of the compared OMol25 structures with the same formula, charge and spin, the calculation gives 14.3 kcal/mol. The molar mass is 91.5 g/mol.

```
! wB97M-V def2-TZVPD RIJCOSX def2/J DEFGRID3
* xyz 0 1
C 0.084 -0.680 1.055
N -0.660 -0.406 0.131
C -0.345 0.618 -1.108
O -1.241 0.902 -1.759
Cl 1.276 1.211 -1.230
H -0.257 -1.245 1.811
H 1.144 -0.401 1.100
*
```

Atomic partial charges in e from the natural (NBO) method, atoms 1 to 4: number 1, C, carries -0.014; number 2, N, carries -0.446; number 3, C, carries 0.621; number 4, O, carries -0.454

No. 3
The following is a DFT calculation (ωB97M-V with the def2-TZVPD basis set) of a 13-piece molecular cluster, C22H63N22O15S overall in a non-equilibrium geometry.

Its total energy is -3607.557762 Ha. Its largest force on an atom is 5.3 eV/Å. Its highest occupied orbital energy is -0.3891 Eh. For the energy above the lowest of the compared OMol25 structures with the same formula, charge and spin, the calculation gives 0.0 kcal/mol. The molar mass is 908.0 g/mol.

```
! wB97M-V def2-TZVPD RIJCOSX def2/J DEFGRID3
* xyz 1 1
C 11.696 9.021 15.959
C 10.666 7.910 16.060
N 9.868 7.818 14.800
C 10.395 7.719 13.515
C 9.325 7.513 12.632
N 8.178 7.532 13.368
C 8.507 7.720 14.664
C 6.788 7.343 12.942
H 12.401 9.020 15.129
H 12.200 8.985 16.926
H 11.236 10.008 15.893
H 9.964 8.042 16.883
H 11.102 6.923 16.216
H 11.461 7.772 13.357
H 9.390 7.216 11.596
H 7.734 7.731 15.418
H 6.849 6.568 12.179
H 6.393 8.326 12.687
H 6.248 7.008 13.828
C 10.579 8.819 8.620
O 10.543 8.591 9.775
N 11.309 8.122 7.797
N 9.913 9.778 8.042
H 11.330 8.433 6.838
H 12.046 7.556 8.188
H 9.805 9.829 7.040
H 9.040 9.923 8.531
C 7.873 9.792 18.239
O 7.160 9.733 17.291
N 9.087 10.307 18.107
N 7.613 9.312 19.432
H 9.311 10.677 17.196
H 9.662 10.565 18.896
H 6.704 8.938 19.659
H 8.314 9.323 20.157
C 3.705 6.170 11.080
O 2.978 6.835 10.348
N 3.812 6.345 12.372
N 4.514 5.196 10.692
H 4.177 5.563 12.895
H 3.214 7.028 12.814
H 4.569 4.899 9.730
H 4.971 4.689 11.436
C 14.131 6.528 11.795
O 14.019 6.455 13.060
N 13.709 7.495 11.033
N 14.697 5.598 11.098
H 13.179 8.218 11.497
H 13.650 7.433 10.028
H 15.160 4.892 11.651
H 15.013 5.881 10.183
C 7.138 3.622 13.440
O 6.120 3.475 12.773
N 7.356 3.313 14.712
N 8.222 4.244 12.955
H 6.673 2.857 15.299
H 8.104 3.784 15.199
H 9.094 4.059 13.427
H 8.268 4.370 11.954
C 13.507 13.429 16.279
O 13.171 14.529 16.767
N 13.975 13.177 15.075
N 13.441 12.304 16.926
H 14.084 14.018 14.527
H 14.513 12.353 14.857
H 13.780 11.401 16.633
H 13.055 12.352 17.857
C 4.246 9.817 14.126
O 3.298 9.165 13.620
N 4.830 9.578 15.279
N 4.734 10.859 13.514
H 4.594 8.622 15.501
H 5.661 10.076 15.563
H 4.261 11.260 12.719
H 5.468 11.367 13.983
C 5.929 8.422 8.815
O 7.073 8.653 8.427
N 5.212 8.975 9.737
N 5.196 7.535 8.185
H 4.327 8.522 9.915
H 5.606 9.742 10.259
H 5.371 7.258 7.230
H 4.277 7.256 8.499
C 15.124 10.480 19.972
O 15.301 11.166 20.967
N 14.027 10.418 19.263
N 15.999 9.564 19.646
H 13.950 9.533 18.784
H 13.242 11.041 19.369
H 16.880 9.545 20.135
H 15.841 8.981 18.833
C 14.851 7.628 16.597
O 14.843 8.338 17.563
N 14.723 6.346 16.658
N 15.004 8.086 15.389
H 14.675 5.906 17.564
H 14.778 5.870 15.770
H 14.673 7.512 14.627
H 15.160 9.078 15.292
C 10.263 5.103 20.172
C 9.000 4.352 20.599
O 8.288 4.087 19.395
S 8.913 4.880 18.073
O 8.525 6.296 17.959
O 8.844 4.073 16.842
O 10.416 4.829 18.812
H 11.196 4.825 20.661
H 10.143 6.168 20.375
H 8.359 5.035 21.156
H 9.099 3.416 21.147
C 10.179 4.474 8.486
C 8.928 5.115 7.853
C 8.163 5.690 9.037
O 8.604 4.876 10.115
C 10.016 4.818 9.963
H 11.184 4.808 8.225
H 10.058 3.400 8.352
H 8.351 4.421 7.240
H 9.148 5.761 7.003
H 7.099 5.467 8.961
H 8.279 6.767 9.168
H 10.547 4.196 10.684
H 10.374 5.796 10.295
*
```

Atomic partial charges in e from the Löwdin method, atoms 1 to 4: number 1, C, carries -0.067; number 2, C, carries -0.146; number 3, N, carries -0.017; number 4, C, carries 0.021

No. 4
The following is a DFT calculation (ωB97M-V with the def2-TZVPD basis set) of a 14-piece molecular cluster, C21H56BBrN13O29 overall in a non-equilibrium geometry.

Its total energy is -6325.270688 Ha. Its largest force on an atom is 1.4 eV/Å. Its highest occupied orbital energy is -0.1674 Eh. The molar mass is 1045.5 g/mol.

```
! wB97M-V def2-TZVPD RIJCOSX def2/J DEFGRID3
* xyz -1 1
C -2.814 -0.894 -1.416
C -1.783 -2.018 -1.547
C -2.112 -3.209 -0.662
Br -1.351 -4.828 -1.516
C -1.637 -3.126 0.797
O -1.604 -1.838 1.322
B -1.174 -2.093 2.747
C -0.307 -0.862 3.382
O -0.256 -3.274 2.597
C -0.335 -3.786 1.277
C 0.974 -3.385 0.604
O 0.993 -2.009 0.260
C 2.278 -1.462 0.362
H -2.377 0.026 -1.811
H -3.679 -1.106 -2.049
H -3.116 -0.738 -0.384
H -1.830 -2.367 -2.581
H -0.767 -1.664 -1.380
H -3.186 -3.379 -0.666
H -2.412 -3.668 1.376
H -2.192 -2.338 3.428
H -0.312 -0.990 4.473
H 0.737 -0.949 3.072
H -0.697 0.137 3.201
H -0.383 -4.876 1.330
H 1.743 -3.588 1.357
H 1.218 -3.967 -0.295
H 2.244 -0.445 -0.023
H 3.006 -2.040 -0.222
H 2.611 -1.431 1.407
C 2.894 0.034 5.957
N 3.050 -0.240 4.506
O 2.916 0.692 3.744
O 3.312 -1.380 4.182
H 2.661 1.084 6.074
H 2.080 -0.585 6.324
H 3.830 -0.225 6.443
C 2.736 4.579 5.994
N 3.080 3.771 7.197
O 4.225 3.800 7.599
O 2.182 3.118 7.685
H 3.628 5.098 5.664
H 2.372 3.889 5.237
H 1.953 5.271 6.285
C 5.974 -2.579 1.946
N 5.585 -2.663 0.512
O 5.662 -1.654 -0.157
O 5.191 -3.738 0.115
H 6.290 -1.564 2.152
H 5.098 -2.847 2.531
H 6.777 -3.292 2.105
C -2.710 1.034 7.330
N -1.878 1.077 6.099
O -2.412 0.828 5.045
O -0.702 1.349 6.253
H -3.723 0.771 7.051
H -2.271 0.279 7.972
H -2.665 2.017 7.790
C 0.051 -6.490 -4.407
N 0.779 -7.374 -5.359
O 1.221 -6.879 -6.375
O 0.882 -8.544 -5.055
H 0.039 -5.485 -4.810
H -0.954 -6.886 -4.299
H 0.576 -6.527 -3.457
C -0.483 0.945 -4.661
N -1.423 0.131 -5.477
O -2.266 -0.515 -4.893
O -1.301 0.172 -6.690
H -0.726 0.794 -3.621
H 0.526 0.613 -4.883
H -0.622 1.981 -4.953
C 1.937 2.508 -0.515
N 1.450 2.837 -1.875
O 1.696 3.925 -2.351
O 0.780 1.980 -2.421
H 2.483 3.347 -0.111
H 1.043 2.303 0.065
H 2.565 1.625 -0.597
C -2.344 1.309 1.684
N -1.340 2.399 1.591
O -0.900 2.869 2.623
O -0.996 2.768 0.484
H -2.497 1.096 2.735
H -3.254 1.661 1.205
H -1.950 0.429 1.171
C -4.017 2.371 -6.585
N -3.045 3.332 -5.991
O -1.927 3.367 -6.470
O -3.427 4.004 -5.062
H -3.522 1.842 -7.390
H -4.320 1.691 -5.794
H -4.864 2.949 -6.939
C -1.541 -1.324 -9.561
N -2.506 -2.101 -10.388
O -3.366 -2.735 -9.817
O -2.369 -2.042 -11.593
H -1.781 -1.465 -8.515
H -0.547 -1.693 -9.795
H -1.634 -0.282 -9.848
C 0.852 4.702 -8.226
N 0.810 4.633 -9.713
O 0.754 5.677 -10.330
O 0.833 3.529 -10.213
H 0.825 5.744 -7.932
H -0.010 4.160 -7.848
H 1.772 4.223 -7.905
C 0.752 6.102 2.666
N 2.044 5.411 2.406
O 2.974 5.613 3.160
O 2.058 4.669 1.451
H 0.870 6.722 3.546
H 0.524 6.693 1.784
H 0.001 5.327 2.803
C -2.393 -3.244 9.821
N -2.741 -2.327 8.702
O -3.911 -2.200 8.412
O -1.817 -1.765 8.152
H -3.309 -3.669 10.210
H -1.736 -4.008 9.417
H -1.874 -2.654 10.571
*
```

Atomic partial charges in e from the Löwdin method, atoms 1 to 4: number 1, C, carries -0.092; number 2, C, carries -0.296; number 3, C, carries -0.553; number 4, Br, carries 0.724

No. 5
The following is a DFT calculation (ωB97M-V with the def2-TZVPD basis set) of an isolated ion of composition C2H6Cl2P and charge +1 in a non-equilibrium geometry.

Its total energy is -1341.277997 Ha. Its largest force on an atom is 4.7 eV/Å. Its highest occupied orbital energy is -0.5849 Eh. For the energy above the lowest of the compared OMol25 structures with the same formula, charge and spin, the calculation gives 39.0 kcal/mol. The molar mass is 132.0 g/mol.

```
! wB97M-V def2-TZVPD RIJCOSX def2/J DEFGRID3
* xyz 1 1
C -1.231 0.698 -0.789
C 0.896 -0.494 1.195
P -0.815 -0.319 0.705
Cl -1.597 -2.115 0.595
Cl -1.809 0.675 2.580
H -1.445 -0.194 -1.387
H -0.313 1.207 -0.970
H -2.075 1.431 -0.723
H 1.086 -1.054 2.192
H 1.415 0.408 1.086
H 1.341 -1.092 0.506
*
```

Atomic partial charges in e from the natural (NBO) method, atoms 1 to 4: number 1, C, carries -0.910; number 2, C, carries -0.999; number 3, P, carries 1.430; number 4, Cl, carries -0.077